The molecule C7H12O in a non-equilibrium geometry, computed with ωB97M-V/def2-TZVPD.

Geometry as XYZ:
```
20
Properties=species:S:1:pos:R:3
C 0.77 0.22 0.16
C -0.72 0.55 -0.09
H 1.23 0.30 -0.83
C -1.65 -0.36 -2.22
C 2.62 0.81 1.84
H 1.76 2.17 0.45
C -1.53 -1.86 -0.30
H -2.13 -0.97 -2.96
O 2.92 1.29 2.90
H -0.56 -2.36 -0.17
H -2.14 -2.57 -0.87
H -1.28 0.63 0.85
H 0.93 -0.76 0.61
H -0.87 1.52 -0.58
C 1.45 1.28 1.02
H -1.45 0.65 -2.59
C -1.35 -0.53 -0.93
H -1.89 -1.82 0.74
H 3.16 -0.01 1.31
H 0.73 1.82 1.66
```

Values from the calculation:
* charge: 0
* electronic energy: -349.113332 a.u.
* highest occupied orbital energy: -9.4 eV
* ΔE to the lowest compared entry with this formula, charge and spin: 0.9609 eV
* SMILES: C=C(C)CCCC=O
* HOMO-LUMO gap: 10.32 eV

Results of the Löwdin charge analysis, in e, for atoms 1 through 5: -0.1866, -0.1797, 0.1201, 0.0422, -0.2756